{"formula": "C78H63N11O3P2S4Se2Y", "method": "ωB97M-V/def2-TZVPD", "elements": ["Y", "N", "S", "N", "S", "N", "S", "N", "C", "C", "C", "C", "C", "C", "C", "C", "C", "C", "C", "C", "C", "C", "C", "C", "C", "C", "C", "C", "C", "C", "C", "C", "C", "C", "C", "C", "C", "C", "C", "C", "C", "C", "C", "C", "H", "H", "H", "H", "H", "H", "H", "H", "H", "H", "H", "H", "H", "H", "H", "H", "H", "H", "H", "H", "H", "H", "H", "H", "H", "H", "H", "H", "H", "H", "Se", "P", "C", "C", "C", "C", "C", "C", "C", "C", "C", "C", "C", "C", "C", "C", "N", "N", "N", "P", "Se", "C", "C", "C", "C", "C", "C", "C", "C", "C", "C", "C", "C", "H", "H", "H", "H", "H", "H", "H", "H", "H", "H", "H", "H", "H", "H", "H", "H", "H", "H", "H", "H", "N", "C", "C", "C", "C", "C", "C", "S", "O", "O", "O", "H", "H", "H", "H", "H", "H", "N", "C", "C", "C", "C", "C", "C", "C", "N", "C", "C", "N", "C", "H", "H", "H", "H", "H", "H", "H"], "positions_angstrom": [[-0.592286, 0.017618, -1.186603], [-0.322526, -1.806419, -2.278908], [0.642165, -2.717440, -2.913236], [1.327699, -3.831547, -1.878286], [2.674891, -3.676363, -1.125502], [3.068096, -2.394358, -0.355455], [2.107455, -1.389312, 0.511488], [1.286180, -0.393750, -0.173425], [1.234248, -2.595301, 1.537065], [0.106683, -3.185622, 0.982520], [-0.527914, -4.209891, 1.667706], [-0.042483, -4.637421, 2.893493], [1.078334, -4.031255, 3.447104], [1.720584, -3.001064, 2.774420], [3.319446, -0.657565, 1.571446], [3.074882, 0.661053, 1.926172], [3.946256, 1.289602, 2.802991], [5.045502, 0.599910, 3.297836], [5.296551, -0.710880, 2.903069], [4.430169, -1.353115, 2.034222], [2.671250, -5.073526, -0.018935], [1.615785, -5.969511, 0.016845], [1.685906, -7.044984, 0.891287], [2.794160, -7.205545, 1.710363], [3.846888, -6.298002, 1.659653], [3.793206, -5.227691, 0.786158], [4.118208, -4.057479, -2.081906], [5.284096, -3.324005, -1.928317], [6.419268, -3.740628, -2.611021], [6.368416, -4.865551, -3.420452], [5.189346, -5.593080, -3.554895], [4.049696, -5.192253, -2.882504], [-0.199552, -3.804378, -4.039640], [-0.535040, -5.098447, -3.681008], [-1.376489, -5.825521, -4.510802], [-1.867906, -5.257407, -5.677728], [-1.513186, -3.959488, -6.030422], [-0.682224, -3.221851, -5.205436], [2.026034, -2.095160, -3.821316], [2.471890, -2.799109, -4.936151], [3.624006, -2.362928, -5.570220], [4.318229, -1.270820, -5.069227], [3.874274, -0.607659, -3.929086], [2.706562, -1.002232, -3.306747], [-0.256753, -2.862169, 0.015934], [-1.409056, -4.673194, 1.235344], [-0.538869, -5.443370, 3.421807], [1.462846, -4.366794, 4.403161], [2.588541, -2.524903, 3.210351], [2.232299, 1.185439, 1.483914], [3.767165, 2.319025, 3.086593], [5.721562, 1.089202, 3.988279], [6.173200, -1.231826, 3.267479], [4.612603, -2.370250, 1.711588], [0.765913, -5.817029, -0.633196], [0.873648, -7.760486, 0.927211], [2.844801, -8.049664, 2.387079], [4.712463, -6.432786, 2.295109], [4.617690, -4.525755, 0.708959], [5.294398, -2.448304, -1.290833], [7.338257, -3.177518, -2.506675], [7.254320, -5.176893, -3.961299], [5.159821, -6.476651, -4.179736], [3.123027, -5.751402, -2.966146], [-0.145031, -5.524933, -2.765336], [-1.648580, -6.837997, -4.239868], [-2.533372, -5.824779, -6.315648], [-1.886010, -3.518801, -6.945780], [-0.403860, -2.203988, -5.460327], [1.927130, -3.657752, -5.306196], [3.981425, -2.885064, -6.449642], [5.197086, -0.887284, -5.574670], [4.445504, 0.235171, -3.559295], [2.328819, -0.467071, -2.446539], [-0.597927, 4.921519, 3.942706], [-2.065063, 4.694458, 2.466101], [-2.251958, 6.166173, 1.411226], [-1.125850, 6.544669, 0.673942], [-1.161607, 7.690673, -0.104077], [-2.311646, 8.471745, -0.136052], [-3.422366, 8.107626, 0.609580], [-3.397896, 6.954487, 1.385259], [-3.729054, 4.378615, 3.120479], [-4.829168, 4.316913, 2.267408], [-6.108281, 4.196223, 2.782703], [-6.295726, 4.131762, 4.158018], [-5.203349, 4.187832, 5.013879], [-3.919148, 4.323598, 4.497746], [-1.587681, 3.402993, 1.240323], [-2.107110, 2.486874, 0.316777], [-1.051586, 2.024437, -0.397080], [0.056684, 2.583849, 0.068979], [-0.236221, 3.395561, 1.050453], [-3.681092, 1.828893, -0.243570], [-3.400111, 0.398890, -1.837515], [-4.601702, 3.290834, -0.774036], [-5.981941, 3.390951, -0.616529], [-6.632737, 4.552472, -1.002911], [-5.912800, 5.606213, -1.550153], [-4.538609, 5.502013, -1.720811], [-3.881179, 4.344715, -1.335315], [-4.553239, 1.023421, 1.115922], [-5.705600, 0.292144, 0.821795], [-6.406447, -0.329209, 1.842614], [-5.947425, -0.243019, 3.153180], [-4.780581, 0.450531, 3.438316], [-4.081681, 1.083312, 2.422013], [-0.226139, 5.941288, 0.729960], [-0.286130, 7.985499, -0.669564], [-2.334007, 9.375731, -0.732812], [-4.309869, 8.728771, 0.603646], [-4.265657, 6.681682, 1.970375], [-4.682118, 4.388380, 1.199126], [-6.961676, 4.160328, 2.113425], [-7.297491, 4.051684, 4.563554], [-5.351813, 4.142666, 6.085948], [-3.058875, 4.392115, 5.152916], [-6.541755, 2.572377, -0.180519], [-7.703253, 4.639592, -0.866344], [-6.422989, 6.514913, -1.845820], [-3.975621, 6.326771, -2.138201], [-2.807155, 4.273574, -1.457594], [-6.037979, 0.197924, -0.205416], [-7.309533, -0.883295, 1.618093], [-6.495776, -0.724382, 3.953482], [-4.414767, 0.505428, 4.457167], [-3.171411, 1.622602, 2.651328], [-0.454092, 1.433964, -3.289955], [0.873181, 1.754564, -3.804094], [1.225682, 1.414091, -5.099577], [2.484208, 1.755386, -5.585701], [3.379088, 2.433908, -4.774396], [3.018224, 2.779350, -3.475968], [1.765063, 2.443740, -2.986986], [5.091114, 2.734322, -5.291889], [5.180503, 4.158009, -5.508559], [5.243962, 1.902376, -6.475921], [5.850871, 2.248423, -4.139169], [-1.014991, 1.106705, -4.063778], [-0.870266, 2.297660, -2.965127], [0.516517, 0.890560, -5.736630], [2.791781, 1.486105, -6.589727], [3.739562, 3.305240, -2.860222], [1.474333, 2.712916, -1.978305], [2.600847, 1.438702, 8.768966], [2.010310, 1.119261, 7.834330], [1.264967, 0.714780, 6.669688], [0.920482, -0.624362, 6.497499], [0.203581, -1.016243, 5.381865], [-0.169868, -0.068068, 4.441258], [0.150075, 1.271092, 4.614506], [0.871637, 1.663391, 5.727003], [-0.876515, -0.461431, 3.267810], [-1.874896, -1.407245, 3.136809], [-2.227081, -1.397475, 1.824869], [-1.467907, -0.468931, 1.145332], [-0.677016, 0.074424, 2.048372], [1.216652, -1.354108, 7.238655], [-0.057405, -2.057162, 5.238090], [-0.169544, 2.030303, 3.904491], [1.109466, 2.710928, 5.865681], [-2.244418, -1.974319, 3.976359], [-2.990005, -1.973067, 1.321441], [0.058191, 0.844539, 1.870597]], "forces_ev_per_a": [[-0.364, -0.324, -0.508], [0.688, -1.093, -1.086], [-0.243, -0.464, 0.320], [0.229, 0.090, -0.093], [-0.309, -0.103, 0.176], [0.220, 0.208, -0.300], [-0.056, -0.344, 0.026], [0.981, -0.603, 0.544], [0.022, 0.193, 0.069], [0.041, 0.055, 0.005], [-0.086, -0.028, -0.033], [0.002, -0.022, 0.032], [-0.006, -0.009, -0.013], [0.006, 0.040, 0.010], [0.044, -0.071, -0.059], [-0.141, -0.015, -0.081], [0.045, 0.007, 0.058], [-0.017, 0.033, 0.007], [0.012, -0.041, 0.008], [0.023, 0.063, -0.012], [-0.241, -0.092, 0.047], [0.091, 0.055, -0.079], [0.051, -0.054, 0.005], [-0.050, -0.037, -0.017], [0.019, -0.036, 0.025], [0.056, 0.117, -0.043], [0.022, 0.244, -0.129], [-0.082, 0.095, 0.004], [-0.011, 0.033, 0.008], [0.047, 0.001, -0.063], [-0.005, -0.015, -0.014], [-0.107, 0.009, 0.032], [0.037, -0.075, 0.059], [0.116, -0.010, 0.052], [-0.054, -0.048, -0.040], [0.017, -0.003, 0.023], [0.006, -0.008, 0.005], [-0.009, 0.100, 0.037], [-0.215, -0.198, -0.084], [0.055, 0.020, -0.016], [0.046, -0.072, -0.009], [0.110, 0.179, 0.034], [0.274, 0.109, -0.090], [-0.079, 0.031, 0.083], [-0.044, -0.012, -0.010], [0.069, 0.032, 0.042], [0.037, 0.035, -0.026], [-0.022, 0.033, -0.027], [-0.041, -0.039, 0.019], [0.100, 0.002, 0.057], [0.023, -0.034, -0.007], [-0.014, -0.006, -0.055], [-0.038, 0.037, 0.010], [0.004, 0.046, 0.017], [-0.010, -0.023, 0.059], [0.028, 0.033, 0.005], [-0.001, 0.036, -0.021], [-0.011, 0.004, -0.028], [-0.049, -0.071, 0.056], [0.010, -0.030, -0.085], [-0.046, -0.025, -0.042], [-0.045, -0.003, 0.058], [0.008, 0.053, 0.000], [0.062, 0.035, -0.024], [-0.046, 0.008, -0.093], [-0.005, 0.038, -0.028], [0.042, 0.001, 0.005], [-0.007, -0.025, 0.022], [-0.056, -0.072, -0.002], [0.087, 0.027, 0.003], [-0.037, 0.068, 0.011], [0.000, -0.032, 0.009], [-0.005, 0.079, -0.022], [0.045, -0.013, 0.080], [0.048, -0.040, 0.114], [-0.350, 0.039, -0.191], [0.155, -0.040, -0.007], [-0.114, -0.016, -0.044], [0.036, -0.046, 0.026], [-0.015, 0.030, -0.015], [-0.001, -0.006, 0.043], [0.078, 0.011, 0.000], [0.063, 0.003, 0.011], [0.063, 0.015, 0.053], [-0.056, -0.069, -0.019], [0.021, -0.019, 0.058], [0.010, -0.005, -0.061], [-0.051, -0.149, 0.002], [0.406, -0.159, 0.015], [0.035, 0.265, -0.077], [-0.587, 1.905, 1.037], [-0.146, 0.107, 0.275], [-0.113, -0.009, -0.152], [-0.143, 0.078, 0.071], [-0.391, 0.114, 0.005], [-0.004, -0.154, -0.192], [-0.007, -0.099, -0.176], [-0.031, -0.047, 0.019], [0.042, 0.055, -0.008], [-0.026, 0.002, 0.010], [-0.045, -0.024, -0.049], [0.087, 0.063, 0.003], [0.012, 0.012, 0.044], [-0.007, -0.007, 0.035], [0.033, 0.007, -0.010], [-0.066, 0.035, 0.062], [-0.086, 0.166, 0.000], [-0.004, 0.061, -0.034], [-0.038, -0.018, 0.011], [0.003, -0.034, 0.018], [0.023, -0.025, -0.015], [0.029, 0.081, -0.007], [-0.034, 0.103, 0.189], [0.077, 0.007, 0.041], [0.044, -0.016, -0.013], [0.018, 0.018, -0.041], [-0.026, 0.018, -0.011], [-0.005, 0.078, 0.022], [0.016, -0.012, -0.027], [0.007, -0.038, 0.026], [-0.003, -0.020, 0.009], [-0.001, 0.017, 0.026], [-0.017, -0.019, 0.020], [0.041, 0.016, -0.003], [-0.002, -0.001, -0.038], [-0.005, 0.015, -0.048], [0.014, 0.016, 0.010], [0.740, -0.052, 0.056], [-0.035, 0.124, -0.030], [-0.032, 0.015, -0.030], [-0.029, 0.040, 0.013], [0.290, -0.090, 0.064], [-0.099, 0.036, -0.098], [-0.021, -0.099, -0.012], [0.119, -0.308, 0.095], [-0.094, 0.119, -0.011], [-0.132, -0.068, -0.006], [-0.244, -0.078, -0.030], [-0.281, -0.108, -0.021], [-0.277, 0.084, 0.029], [0.023, 0.030, 0.016], [0.003, 0.001, 0.065], [-0.069, -0.064, 0.006], [0.010, 0.030, 0.056], [-0.133, -0.095, -0.258], [0.099, 0.055, 0.182], [-0.020, 0.067, -0.006], [0.010, 0.010, 0.053], [-0.067, -0.129, -0.047], [0.012, 0.077, 0.049], [-0.031, 0.117, -0.128], [0.048, -0.022, 0.046], [-0.128, 0.072, -0.008], [0.036, -0.087, 0.033], [-0.054, 0.048, -0.110], [0.141, -0.139, -0.016], [-0.073, 0.048, 0.105], [0.002, 0.009, -0.001], [0.023, 0.022, -0.013], [0.002, -0.065, 0.065], [-0.008, -0.048, -0.001], [0.038, 0.080, -0.071], [0.057, 0.035, 0.072], [-0.036, -0.031, -0.008]], "mulliken_charge": [-0.152, -0.602, 2.138, 0.185, 0.512, 0.257, 2.117, -0.126, 1.413, 0.061, -0.423, -0.960, -1.266, -0.691, -0.235, -0.909, -0.751, -0.812, -0.868, -0.084, 0.972, -0.220, -0.918, -0.634, -0.958, -0.819, 0.770, 0.002, -0.816, -0.659, -0.812, -0.770, -0.169, -0.285, -0.918, -0.610, -0.728, -0.356, 0.959, -0.910, -1.189, -1.098, -1.000, 0.368, -0.168, 0.499, 0.383, 0.511, 0.527, 0.400, 0.606, 0.435, 0.504, 0.369, 0.326, 0.499, 0.423, 0.484, 0.240, 0.525, 0.513, 0.425, 0.494, 0.399, 0.364, 0.461, 0.413, 0.457, 0.485, 0.522, 0.476, 0.514, 0.988, -0.237, -0.396, 0.822, 0.601, -0.567, -0.794, -0.583, -0.754, -0.106, 0.459, 0.562, -1.012, -0.822, -0.804, -1.006, 0.480, -0.480, 1.215, -0.539, -0.493, 0.353, -0.454, 0.734, -0.473, -0.564, -0.650, -0.690, -0.029, 1.212, -0.863, -1.004, -0.844, -0.809, 0.382, 0.470, 0.458, 0.409, 0.452, 0.463, 0.212, 0.486, 0.429, 0.425, 0.324, 0.408, 0.483, 0.421, 0.476, 0.277, 0.613, 0.442, 0.485, 0.574, -0.071, -0.249, 0.643, -0.596, -0.578, -0.232, -0.833, -0.367, 1.380, -0.692, -0.715, -0.682, 0.312, 0.253, 0.311, 0.510, 0.434, 0.468, -0.503, -0.151, 0.469, -1.060, -0.655, 0.392, 0.652, -1.060, 1.256, -0.309, -1.549, 1.249, -0.525, 0.508, 0.498, -0.108, 0.563, 0.714, 0.483, -0.401], "charge": 1, "e_tot_ha": -10954.6019, "de_lowest_kcal_mol": 26.1}